Entry 1:
Entry from the OMol25 dataset: the molecule C5H10O in a non-equilibrium geometry (wB97M-V/def2-TZVPD).

Output
- E (eV) = -7392.6488
- relative energy (zero: lowest compared OMol25 entry of this formula, charge and spin) (kcal per mole) = 48.8
- E_LUMO (eV) = 0.991
- gap between HOMO and LUMO (eV) = 10.46
- net charge = 0
- SMILES string = CC1(C)CCO1

Positions of all 16 atoms, in Å:
C1 -1.080 -0.589 -0.006
H1 -0.124 1.258 1.824
H2 -2.170 1.423 -0.551
C2 1.475 -0.690 -0.578
H3 1.585 1.336 1.318
H4 1.712 -1.585 0.010
H5 -1.735 -0.841 0.822
H6 -2.402 -0.022 -1.475
H7 1.240 -0.988 -1.603
C3 0.695 0.697 1.368
H8 -1.001 -1.439 -0.691
O1 -0.216 1.010 -1.038
H9 2.385 -0.074 -0.616
C4 0.300 0.094 0.011
C5 -1.608 0.539 -0.851
H10 0.944 -0.128 2.056



Entry 2:
Entry from the OMol25 dataset: a structure of composition C10H17N3 in a non-equilibrium geometry (wB97M-V/def2-TZVPD).

Output
- E (eV) = -15096.7650
- relative energy (zero: lowest compared OMol25 entry of this formula, charge and spin) (kcal per mole) = 72.6
- E_LUMO (eV) = -6.778
- gap between HOMO and LUMO (eV) = 9.48
- net charge = +2

Positions of all 30 atoms, in Å:
H1 0.969 -2.860 0.781
H2 -3.301 0.123 -3.208
H3 -1.819 -1.034 1.143
C1 -1.979 -0.537 -1.473
C2 1.391 -0.257 0.727
H4 -2.355 -0.526 -0.396
H5 1.060 2.240 3.164
C3 1.627 1.379 2.768
C4 0.204 0.915 -1.744
C5 1.513 1.271 -1.244
N1 0.874 0.498 1.910
C6 -0.576 -0.055 -1.328
H6 -0.962 0.599 3.058
C7 0.158 -0.966 0.301
C8 0.445 -2.392 -0.076
C9 2.042 0.651 -0.220
H7 3.099 0.871 0.169
H8 1.178 -2.332 -0.937
H9 2.172 0.710 3.614
H10 2.103 1.961 -1.904
N2 -0.833 -0.774 1.294
H11 -3.672 0.929 -1.838
H12 2.498 1.671 2.130
H13 -0.035 1.456 -2.657
C10 -0.374 0.175 2.149
H14 -2.174 -1.409 -2.079
H15 -0.410 -3.019 -0.418
H16 2.094 -1.009 1.193
N3 -2.795 0.507 -2.277
H17 -2.142 1.213 -2.603



Entry 3:
Entry from the OMol25 dataset: a cluster of 2 separate species, C6H13NO in total in a non-equilibrium geometry (wB97M-V/def2-TZVPD).

Output
- E (eV) = -9959.5813
- relative energy (zero: lowest compared OMol25 entry of this formula, charge and spin) (kcal per mole) = 267.3
- E_LUMO (eV) = -3.809
- gap between HOMO and LUMO (eV) = 3.93
- net charge = 0

Positions of all 21 atoms, in Å:
H1 -1.670 1.197 1.325
C1 -1.301 -1.045 0.446
H2 1.080 -1.101 2.452
C2 -1.581 -0.774 -2.004
H3 2.323 -1.061 1.126
C3 0.222 0.987 0.224
H4 0.241 2.068 -0.178
H5 -1.924 -1.439 1.200
H6 2.160 1.138 1.090
N1 1.241 0.744 1.370
C4 -1.056 0.494 0.651
H7 -1.386 -1.818 -1.831
H8 0.589 0.426 -0.684
C5 -1.813 -0.088 -0.522
H9 -2.413 -0.529 -2.660
H10 -2.796 0.440 -0.559
H11 0.735 -1.116 0.612
H12 -0.723 -0.390 -2.568
H13 3.750 1.568 -0.617
C6 1.311 -0.706 1.488
O1 3.010 1.003 -0.359



Question: The lowest gap between HOMO and LUMO belongs to which entry?
Answer: C6H13NO



Question: What is the E in the third record?
Answer: -9959.5813 eV



Question: E_LUMO of number 3 (C6H13NO)?
Answer: -3.809 eV